1.
DFT (wB97M-V/def2-TZVPD) results for a molecular structure, C14H23CoF3NP at a distorted geometry.

Geometry as XYZ:
```
43
C14H23CoF3NP, DFT wB97M-V/def2-TZVPD
C 2.016 0.500 -3.036
C 2.519 0.378 -1.742
C 1.743 -0.117 -0.672
C 0.421 -0.530 -0.938
C -0.118 -0.295 -2.230
C 0.684 0.161 -3.287
C 2.519 -0.271 0.616
C 2.560 0.801 1.748
N 1.411 1.579 2.123
Co -0.797 -1.762 0.135
C -1.601 -0.543 -2.433
P -2.284 -0.477 -0.692
H 3.560 0.629 -1.543
H 0.235 0.249 -4.284
H 2.678 0.825 -3.846
H -1.850 -1.535 -2.866
H -2.128 0.235 -3.021
H 2.320 -1.255 1.049
H 3.573 -0.300 0.304
H 2.818 0.244 2.667
C -3.977 -1.011 -0.692
C -2.328 1.322 -0.513
H 3.379 1.506 1.499
C 0.797 2.495 1.213
C 0.586 1.120 3.219
H -2.145 -2.066 0.926
H 1.106 3.543 1.381
H 1.031 2.249 0.168
H -0.295 2.454 1.349
H 0.678 1.757 4.118
H -0.475 1.125 2.917
H 0.875 0.101 3.506
H -3.076 1.683 -1.225
H -2.604 1.579 0.517
H -1.352 1.761 -0.750
H -4.475 -0.556 -1.554
H -4.015 -2.102 -0.745
H -4.436 -0.679 0.245
H -1.750 -1.440 1.355
F -0.378 -4.210 1.487
C 0.308 -3.080 1.093
F 0.962 -2.592 2.220
F 1.308 -3.477 0.215
```

Output
Total charge   0
Maximum force   0.0734 Eh/bohr
Multiplicity   4
LUMO level (alpha / beta)   0.053 / -0.548 eV
Orbital gap (alpha / beta)   0.246 / 0.256 Eh

2.
DFT (wB97M-V/def2-TZVPD) results for a molecular structure, C14H23CuN2P at a distorted geometry.

Geometry as XYZ:
```
41
C14H23CuN2P, DFT wB97M-V/def2-TZVPD
C 0.457 3.104 -1.755
C -0.823 2.642 -1.430
C -1.042 1.722 -0.385
C 0.066 1.257 0.377
C 1.373 1.678 -0.015
C 1.561 2.599 -1.060
C -2.453 1.203 -0.177
C -2.481 -0.303 0.135
N -2.711 -1.132 -1.047
Cu -0.024 -0.115 1.905
C 2.571 1.011 0.638
P 2.010 -0.741 0.911
H -1.687 2.994 -2.006
H 2.577 2.905 -1.336
H 0.596 3.825 -2.568
H 2.789 1.428 1.640
H 3.485 1.087 0.022
H -2.940 1.721 0.662
H -3.043 1.421 -1.085
H -1.550 -0.596 0.683
C 3.376 -1.583 1.822
C 2.071 -1.486 -0.775
H -3.329 -0.481 0.826
C -1.546 -1.252 -1.911
C -3.259 -2.432 -0.692
H 0.161 -1.053 3.439
H -1.809 -1.840 -2.807
H -1.215 -0.255 -2.246
H -0.678 -1.753 -1.413
H -3.504 -2.997 -1.609
H -2.560 -3.059 -0.083
H -4.187 -2.295 -0.110
H 3.088 -1.445 -1.202
H 1.732 -2.535 -0.726
H 1.376 -0.920 -1.415
H 4.333 -1.499 1.277
H 3.481 -1.119 2.817
H 3.129 -2.650 1.956
H -0.329 -1.541 2.967
N 0.545 2.775 3.117
C 0.391 1.712 2.658
```

Output
Total charge   0
Maximum force   0.0502 Eh/bohr
Multiplicity   2
LUMO level (alpha / beta)   0.344 / -0.886 eV
Orbital gap (alpha / beta)   0.288 / 0.267 Eh

3.
DFT (wB97M-V/def2-TZVPD) results for a molecular structure, C14H23CuN2PS at a distorted geometry.

Geometry as XYZ:
```
42
C14H23CuN2PS, DFT wB97M-V/def2-TZVPD
C -2.372 -0.030 -3.910
C -2.116 -1.089 -3.046
C -1.415 -0.885 -1.839
C -1.093 0.420 -1.460
C -1.233 1.456 -2.390
C -1.889 1.243 -3.609
C -1.074 -2.092 -1.012
C -0.366 -3.229 -1.802
N 0.925 -2.929 -2.353
Cu -0.692 0.937 0.377
C -0.649 2.814 -2.083
P 0.362 2.540 -0.575
H -2.457 -2.097 -3.286
H -1.992 2.079 -4.305
H -2.944 -0.195 -4.824
H -1.410 3.581 -1.865
H -0.007 3.191 -2.893
H -0.460 -1.813 -0.147
H -1.999 -2.542 -0.614
H -0.209 -4.064 -1.097
C 0.748 4.152 0.111
C 1.932 2.022 -1.324
H -1.016 -3.567 -2.622
C 1.095 -2.499 -3.706
C 2.081 -2.938 -1.503
H -1.333 0.762 1.976
H 1.491 -3.310 -4.345
H 0.132 -2.169 -4.123
H 1.823 -1.669 -3.739
H 2.740 -3.798 -1.719
H 2.680 -2.024 -1.661
H 1.757 -3.007 -0.454
H 2.171 2.669 -2.179
H 2.709 2.099 -0.554
H 1.853 0.981 -1.658
H 0.959 4.892 -0.674
H -0.089 4.497 0.730
H 1.632 4.032 0.751
H 0.148 0.112 1.701
S -0.753 -0.333 2.718
C -0.071 0.598 3.958
N 0.400 1.204 4.844
```

Output
Total charge   0
Maximum force   0.0608 Eh/bohr
Multiplicity   2
LUMO level (alpha / beta)   -0.546 / -0.531 eV
Energy above the lowest of the compared OMol25 structures with the same formula, charge and spin   38.3 kcal per mole
Orbital gap (alpha / beta)   0.221 / 0.247 Eh

4.
DFT (wB97M-V/def2-TZVPD) results for 2 unconnected molecules or ions with the total composition C14H23N2O5S2 at a distorted geometry.

Geometry as XYZ:
```
46
C14H23N2O5S2, DFT wB97M-V/def2-TZVPD
C 3.361 -0.091 1.325
C 2.856 0.161 -0.177
C 1.329 0.729 -0.071
O 0.670 0.688 -1.364
C -0.365 -0.319 -1.392
O -0.159 -1.279 -2.189
C -1.683 -0.162 -0.489
S -2.648 -1.776 -0.341
C -1.298 -2.962 0.185
C -0.776 -2.939 1.633
N 0.256 -3.965 1.538
C 0.337 -4.538 0.207
N -0.637 -3.925 -0.672
O 2.773 -1.029 -1.003
C 3.925 -1.860 -0.874
O 4.936 -1.671 -1.608
C 4.026 -3.119 0.154
S 4.427 -4.716 -0.697
H 4.507 -0.257 1.380
H 2.836 -1.053 1.695
H 3.115 0.750 2.058
H 3.544 0.983 -0.617
H 0.814 0.130 0.755
H 1.424 1.815 0.272
H -1.371 0.086 0.598
H -2.368 0.641 -0.938
H -1.108 -2.263 2.483
H 0.870 -4.230 2.319
H 1.073 -5.344 -0.157
H -0.811 -4.106 -1.680
H 3.006 -3.126 0.706
H 4.804 -2.793 0.943
H 3.504 -5.654 -0.236
C -3.628 5.042 0.546
C -3.598 5.219 -0.955
C -2.878 3.964 -1.407
O -3.195 2.938 -0.454
C -3.825 3.545 0.684
H -4.410 5.620 1.041
H -2.663 5.333 0.974
H -4.620 5.225 -1.348
H -3.102 6.135 -1.280
H -1.792 4.105 -1.401
H -3.182 3.644 -2.407
H -4.887 3.280 0.659
H -3.388 3.147 1.603
```

Output
Total charge   +1
Maximum force   0.1323 Eh/bohr
LUMO level   -4.015 eV
Orbital gap   0.286 Eh

5.
DFT (wB97M-V/def2-TZVPD) results for a single C14H23N5O3 molecule at a distorted geometry.

Geometry as XYZ:
```
45
C14H23N5O3, DFT wB97M-V/def2-TZVPD
C 2.674 -2.360 3.006
N 2.628 -0.901 2.802
C 1.904 -0.179 1.912
O 2.191 0.976 1.615
C 0.718 -0.900 1.213
C -0.369 -1.365 2.197
C -0.856 -0.319 3.153
C -0.444 -0.121 4.398
N -1.356 0.715 5.053
C -2.364 1.025 4.231
N -2.104 0.402 3.024
N 0.077 -0.010 0.121
C -0.025 -0.297 -1.191
O 0.132 -1.456 -1.546
C -0.406 0.794 -2.096
N -1.382 0.368 -3.121
C -2.644 0.209 -2.888
C -3.614 -0.202 -3.977
O -3.118 0.525 -1.837
C 0.802 1.445 -2.729
C 1.776 0.404 -3.393
C 1.529 2.359 -1.773
H 2.133 -2.743 3.931
H 3.806 -2.559 3.125
H 2.214 -2.724 2.108
H 3.456 -0.449 3.126
H 1.027 -1.790 0.489
H -1.163 -1.710 1.620
H 0.216 -2.115 2.794
H 0.532 -0.642 4.763
H -3.214 1.466 4.615
H -2.844 0.416 2.282
H -0.115 0.849 0.387
H -0.863 1.677 -1.557
H -1.083 0.023 -4.098
H -4.584 -0.182 -3.632
H -3.415 0.591 -4.678
H -3.389 -1.204 -4.291
H 0.511 1.824 -3.700
H 2.033 -0.333 -2.631
H 2.746 0.867 -3.806
H 1.209 -0.007 -4.232
H 0.890 3.169 -1.493
H 2.309 2.717 -2.426
H 1.840 1.749 -0.870
```

Output
Total charge   0
Maximum force   0.1203 Eh/bohr
LUMO level   0.602 eV
Energy above the lowest of the compared OMol25 structures with the same formula, charge and spin   77.8 kcal per mole
Orbital gap   0.350 Eh

6.
DFT (wB97M-V/def2-TZVPD) results for a single C14H23NO2 molecule at a distorted geometry.

Geometry as XYZ:
```
40
C14H23NO2, DFT wB97M-V/def2-TZVPD
C 1.386 -2.665 3.098
C 1.119 -2.361 1.540
C 2.221 -2.534 0.878
C 1.975 -2.278 -0.575
C 0.838 -1.847 -1.141
C -0.376 -1.863 -0.189
O -1.810 -1.829 -0.493
C -2.010 -1.331 -1.801
C -1.499 0.404 -1.923
C -2.602 1.156 -1.040
C -1.938 2.641 -1.111
C -0.819 2.850 -0.017
N 0.446 2.362 -0.593
C 1.494 2.402 0.003
C 1.703 1.082 1.091
O 0.791 0.801 1.805
C -0.217 -2.116 1.051
H 2.238 -3.221 3.396
H 1.474 -1.783 3.555
H 0.586 -3.462 3.572
H 3.280 -2.809 0.860
H 2.787 -2.386 -1.476
H 0.484 -1.709 -2.140
H -3.093 -1.285 -1.703
H -1.799 -1.906 -2.585
H -0.673 0.418 -1.680
H -1.718 0.605 -2.909
H -2.537 0.746 -0.096
H -3.443 1.148 -1.436
H -2.839 3.239 -0.498
H -1.861 3.008 -1.986
H -0.854 2.609 0.929
H -0.744 3.908 -0.176
H 0.573 2.615 -1.520
H 1.525 3.154 0.528
H 2.412 2.563 -0.530
H 2.548 1.225 1.654
H 1.895 0.200 0.493
H -0.117 0.378 1.425
H -0.825 -2.132 1.738
```

Output
Total charge   0
Maximum force   0.3629 Eh/bohr
LUMO level   0.917 eV
Energy above the lowest of the compared OMol25 structures with the same formula, charge and spin   332.6 kcal per mole
Orbital gap   0.292 Eh